DFT (ωB97M-V/def2-TZVPD) results for a 10-piece molecular cluster, C35H86Cl4O5S5 overall at a distorted geometry.

Summary:
energy relative to the best compared isomer or geometry (same formula, charge and spin)	0.0	kcal/mol
largest force on an atom	1.40	eV Å⁻¹

Element x y z (Å)
C: -2.545 -2.493 -25.722
S: -2.614 -3.541 -27.220
O: -1.996 -4.866 -26.897
C: -4.417 -3.828 -27.183
H: -1.559 -2.090 -25.504
H: -2.807 -3.135 -24.875
H: -3.287 -1.695 -25.709
H: -4.684 -4.743 -27.702
H: -4.958 -2.954 -27.537
H: -4.654 -3.998 -26.128
C: 2.552 1.491 -23.799
S: 0.767 1.520 -23.462
O: 0.422 2.791 -22.753
C: 0.169 1.726 -25.147
H: 2.805 0.881 -24.664
H: 3.031 1.096 -22.904
H: 2.948 2.500 -23.930
H: 0.563 2.557 -25.723
H: -0.921 1.817 -25.106
H: 0.257 0.791 -25.700
C: -0.372 -4.373 -23.304
S: 0.695 -3.577 -24.578
O: 1.226 -2.313 -23.965
C: 1.965 -4.870 -24.461
H: -0.580 -5.403 -23.607
H: -1.285 -3.798 -23.211
H: 0.181 -4.537 -22.378
H: 1.596 -5.863 -24.721
H: 2.405 -4.910 -23.465
H: 2.746 -4.670 -25.197
C: 1.573 -1.349 -27.316
S: 0.930 -0.215 -28.576
O: 1.079 1.168 -28.029
C: 2.248 -0.464 -29.770
H: 0.734 -1.471 -26.629
H: 2.379 -0.843 -26.780
H: 1.961 -2.327 -27.597
H: 2.309 -1.519 -30.048
H: 3.208 -0.067 -29.448
H: 1.955 0.013 -30.707
C: -0.855 3.728 -27.984
S: -1.502 5.250 -28.724
O: -1.720 6.242 -27.631
C: -0.023 5.835 -29.595
H: -0.288 3.243 -28.788
H: -1.632 3.017 -27.720
H: -0.159 3.968 -27.184
H: -0.286 6.606 -30.309
H: 0.395 4.984 -30.143
H: 0.710 6.111 -28.837
C: 3.318 3.645 -29.736
Cl: 2.089 2.809 -30.727
Cl: 2.683 3.933 -28.090
Cl: 4.730 2.603 -29.718
Cl: 3.749 5.214 -30.399
C: -3.991 4.775 -31.948
C: -3.974 3.622 -30.944
C: -3.080 2.459 -31.403
C: -2.851 1.327 -30.413
C: -2.062 0.175 -30.990
C: -2.114 -1.116 -30.175
H: -4.792 5.457 -31.666
H: -4.237 4.407 -32.948
H: -3.026 5.272 -32.045
H: -3.614 3.971 -29.978
H: -4.988 3.223 -30.869
H: -2.140 2.865 -31.796
H: -3.523 1.984 -32.287
H: -2.402 1.647 -29.466
H: -3.813 0.910 -30.087
H: -2.409 -0.115 -31.993
H: -1.035 0.439 -31.282
H: -1.603 -1.046 -29.216
H: -3.138 -1.438 -29.990
H: -1.540 -1.875 -30.714
C: 3.722 1.324 -33.712
C: 3.028 0.011 -34.041
C: 2.705 -0.220 -35.514
C: 2.357 -1.680 -35.816
C: 2.121 -1.953 -37.291
C: 1.043 -1.150 -38.036
H: 3.978 1.414 -32.658
H: 3.105 2.175 -34.016
H: 4.643 1.407 -34.296
H: 3.729 -0.770 -33.716
H: 2.130 -0.119 -33.426
H: 3.615 0.063 -36.055
H: 1.890 0.414 -35.870
H: 3.235 -2.273 -35.532
H: 1.558 -2.037 -35.162
H: 3.062 -1.866 -37.841
H: 1.874 -3.012 -37.423
H: 1.285 -0.087 -38.081
H: 1.037 -1.481 -39.076
H: 0.038 -1.268 -37.633
C: 11.097 1.400 -27.911
C: 10.180 0.582 -28.812
C: 9.136 -0.271 -28.109
C: 7.879 0.522 -27.732
C: 6.697 -0.306 -27.265
C: 5.368 0.420 -27.043
H: 10.650 2.225 -27.360
H: 11.925 1.789 -28.509
H: 11.583 0.751 -27.174
H: 9.735 1.289 -29.521
H: 10.792 -0.090 -29.421
H: 9.572 -0.771 -27.242
H: 8.812 -1.022 -28.839
H: 8.139 1.212 -26.918
H: 7.609 1.184 -28.561
H: 6.518 -1.105 -27.995
H: 6.969 -0.848 -26.353
H: 4.766 -0.260 -26.438
H: 5.389 1.416 -26.600
H: 4.851 0.560 -27.992
C: 11.492 -1.714 -33.497
C: 10.306 -2.420 -32.837
C: 9.106 -1.488 -32.613
C: 7.924 -2.130 -31.882
C: 6.874 -1.110 -31.493
C: 5.651 -1.701 -30.761
H: 12.025 -1.135 -32.744
H: 11.147 -1.101 -34.327
H: 12.143 -2.489 -33.902
H: 10.020 -3.248 -33.497
H: 10.500 -2.932 -31.890
H: 8.818 -1.055 -33.576
H: 9.447 -0.642 -32.004
H: 7.424 -2.888 -32.493
H: 8.337 -2.671 -31.022
H: 7.251 -0.260 -30.919
H: 6.514 -0.715 -32.450
H: 5.092 -2.320 -31.462
H: 5.935 -2.269 -29.873
H: 5.043 -0.878 -30.386

Löwdin atomic charge list, values in e, 8 entries: atom 1 (C): -0.2583, atom 2 (S): 0.8049, atom 3 (O): -0.5676, atom 4 (C): -0.2478, atom 5 (H): 0.0152, atom 6 (H): 0.0446, atom 7 (H): 0.0602, atom 8 (H): 0.0530



DFT (ωB97M-V/def2-TZVPD) results for a 14-piece molecular cluster, C35H88N9O19 overall at a distorted geometry.

Summary:
E_tot	-90027.1759	eV
largest force on an atom	8.81	eV Å⁻¹
net charge	+1

Element x y z (Å)
C: -2.393 -1.486 1.281
C: -0.941 -1.628 0.660
C: -0.953 -2.370 -0.710
C: -1.478 -1.567 -1.905
C: -0.583 -0.335 -2.071
C: -0.574 0.545 -0.775
N: -0.217 -0.279 0.445
O: 0.121 0.370 1.599
C: -1.841 1.350 -0.569
C: 0.534 1.598 -0.934
C: -0.023 -2.513 1.604
H: -2.839 -2.357 1.759
H: -3.163 -1.088 0.621
H: -2.325 -0.732 2.066
H: -1.453 -3.336 -0.635
H: 0.068 -2.663 -0.962
H: -2.492 -1.202 -1.728
H: -1.517 -2.117 -2.845
H: -0.840 0.260 -2.947
H: 0.391 -0.809 -2.206
H: -1.892 1.897 0.373
H: -2.720 0.703 -0.577
H: -2.133 2.050 -1.352
H: 1.479 1.129 -1.214
H: 0.796 2.061 0.017
H: 0.244 2.361 -1.654
H: 0.324 -1.915 2.447
H: 0.863 -2.981 1.179
H: -0.534 -3.361 2.060
C: 3.798 -0.918 5.665
C: 2.260 -0.914 5.638
O: 1.624 -1.843 6.526
O: 4.190 -0.374 6.963
H: 4.117 -0.219 4.889
H: 4.290 -1.862 5.437
H: 1.968 -1.114 4.604
H: 1.847 0.090 5.745
H: 1.612 -1.397 7.378
H: 4.242 0.581 6.887
C: 4.051 -2.497 2.008
C: 3.659 -1.185 1.267
O: 2.558 -1.355 0.394
O: 4.804 -3.277 1.115
H: 3.145 -3.057 2.245
H: 4.587 -2.151 2.891
H: 4.515 -0.717 0.778
H: 3.444 -0.424 2.020
H: 2.879 -1.840 -0.377
H: 4.310 -3.476 0.318
C: -0.655 1.832 4.584
C: -0.255 2.545 5.931
O: 0.990 3.262 5.711
O: -0.905 2.812 3.603
H: -1.495 1.148 4.699
H: 0.242 1.260 4.340
H: -0.165 1.874 6.786
H: -1.049 3.202 6.288
H: 0.757 3.977 5.112
H: -0.050 3.025 3.210
C: 2.837 -3.864 -3.920
C: 3.205 -2.520 -3.230
O: 3.495 -2.706 -1.820
O: 3.890 -4.805 -3.919
H: 2.500 -3.685 -4.941
H: 2.024 -4.324 -3.354
H: 2.414 -1.772 -3.292
H: 4.077 -2.066 -3.701
H: 4.015 -3.506 -1.708
H: 4.176 -5.009 -3.027
C: -0.507 -0.560 -6.145
C: -0.485 0.867 -5.986
O: -1.728 1.407 -6.476
O: -1.578 -1.133 -5.407
H: 0.479 -0.881 -5.796
H: -0.521 -0.814 -7.206
H: 0.387 1.276 -6.497
H: -0.377 1.155 -4.938
H: -2.344 1.261 -5.753
H: -1.937 -1.882 -5.888
O: 4.509 5.669 -0.854
C: 3.643 5.365 -1.655
N: 3.584 5.995 -2.797
C: 2.676 4.222 -1.451
H: 4.354 6.632 -2.934
H: 3.009 5.660 -3.560
H: 2.417 4.304 -0.394
H: 3.180 3.268 -1.607
H: 1.677 4.269 -1.882
O: 1.679 2.977 2.570
C: 2.848 2.649 2.782
N: 3.331 2.509 4.013
C: 3.853 2.533 1.657
H: 2.674 2.479 4.781
H: 4.324 2.630 4.144
H: 4.418 3.464 1.607
H: 3.265 2.529 0.740
H: 4.444 1.632 1.819
O: -5.122 -0.395 -1.613
C: -5.294 -1.584 -1.468
N: -5.360 -2.178 -0.264
C: -5.184 -2.369 -2.764
H: -5.106 -3.151 -0.205
H: -5.475 -1.530 0.502
H: -4.317 -2.082 -3.356
H: -6.154 -2.270 -3.252
H: -5.124 -3.432 -2.525
O: 0.816 -7.585 -0.832
C: 1.657 -6.732 -0.804
N: 2.755 -6.751 -1.553
C: 1.735 -5.709 0.300
H: 3.049 -7.559 -2.081
H: 3.356 -5.944 -1.520
H: 2.620 -5.389 0.852
H: 1.066 -6.022 1.102
H: 1.307 -4.790 -0.108
O: 1.547 5.358 -4.498
C: 0.542 4.759 -4.802
N: -0.276 4.219 -3.907
C: 0.170 4.558 -6.221
H: -1.121 3.746 -4.198
H: -0.209 4.512 -2.944
H: 1.035 4.890 -6.797
H: -0.666 5.131 -6.619
H: 0.096 3.510 -6.511
O: -2.918 3.006 -4.330
C: -3.866 3.037 -3.542
N: -3.835 3.936 -2.566
C: -5.031 2.062 -3.603
H: -3.016 4.508 -2.435
H: -4.710 3.961 -2.064
H: -4.621 1.068 -3.423
H: -5.480 2.088 -4.596
H: -5.806 2.269 -2.866
O: -1.996 -4.151 4.640
C: -1.263 -3.224 4.890
N: 0.076 -3.423 4.781
C: -1.748 -1.812 5.287
H: 0.484 -4.284 4.454
H: 0.640 -2.795 5.341
H: -2.674 -1.846 5.860
H: -2.153 -1.452 4.339
H: -1.026 -1.132 5.735
O: -4.872 0.446 2.704
C: -5.176 1.524 2.254
N: -5.283 1.763 0.948
C: -5.169 2.714 3.233
H: -5.552 2.702 0.698
H: -5.087 1.038 0.274
H: -4.230 3.234 3.039
H: -5.156 2.343 4.257
H: -6.000 3.411 3.122

Löwdin atomic charge list, values in e, 8 entries: atom 1 (C): 0.0193, atom 2 (C): -0.3294, atom 3 (C): -0.1175, atom 4 (C): -0.1601, atom 5 (C): -0.0930, atom 6 (C): -0.4071, atom 7 (N): 0.1547, atom 8 (O): 0.1698